# 1
{
  "formula": "C10H4AuBrNO6",
  "method": "ωB97M-V/def2-TZVPD",
  "lumo_ev": -7.56,
  "e_above_lowest_kj_mol": 52.0,
  "total_charge": 1,
  "largest_force_ha_per_bohr": 0.0809,
  "gap_ev": 5.6213,
  "species": ["Au", "O", "C", "C", "C", "N", "C", "Br", "C", "H", "H", "H", "H", "O", "C", "C", "O", "C", "C", "O", "C", "O", "O"],
  "coordinates": [[-0.875197, -0.436275, -0.144174], [3.444681, 0.202309, -4.563388], [2.583258, 0.106413, -3.574641], [2.820442, 0.598279, -2.280864], [1.854339, 0.448351, -1.315444], [0.685292, -0.151793, -1.556223], [0.451877, -0.623710, -2.787931], [-1.238602, -1.448220, -2.989271], [1.350669, -0.524302, -3.820583], [4.267110, 0.649488, -4.311066], [3.753804, 1.088569, -2.051005], [1.997332, 0.812247, -0.308620], [1.137090, -0.913378, -4.803659], [-2.953585, 0.382929, 5.791503], [-2.600294, 0.213763, 4.681857], [-1.812279, -1.021546, 4.134862], [-1.419957, -1.892072, 4.842836], [-1.686939, -0.792381, 2.678589], [-2.264655, 0.484697, 2.299425], [-2.238646, 0.893050, 1.135185], [-2.813634, 1.190225, 3.478606], [-3.301367, 2.265920, 3.609612], [-1.140738, -1.532561, 1.854395]],
  "atomic_forces_ev_per_a": [[0.894, 0.149, -0.861], [0.437, 0.036, -0.542], [-0.757, -0.037, 1.025], [0.024, -0.083, -0.313], [0.206, 0.074, -0.068], [-0.529, -0.248, -0.029], [0.033, 0.016, 0.002], [0.279, 0.058, -0.230], [0.217, 0.060, -0.127], [-0.210, -0.088, 0.024], [0.057, 0.059, 0.112], [0.082, 0.031, -0.022], [-0.065, -0.037, -0.027], [-0.216, 0.105, 0.678], [0.368, -0.157, -1.090], [-0.848, 0.599, 2.199], [0.377, -0.495, -0.585], [2.065, -3.200, -1.678], [-0.481, 2.398, -3.274], [-0.244, -0.736, 1.879], [-0.605, 0.065, 2.349], [0.021, 0.292, -0.808], [-1.105, 1.139, 1.385]]
}


# 2
{
  "formula": "C10H6LaN2O5",
  "method": "ωB97M-V/def2-TZVPD",
  "lumo_ev": [-14.43, -14.43],
  "e_above_lowest_kj_mol": 178.0,
  "total_charge": 3,
  "largest_force_ha_per_bohr": 0.1978,
  "gap_ev": [3.9268, 3.9255],
  "species": ["O", "C", "La", "O", "C", "C", "O", "C", "O", "C", "O", "N", "C", "C", "C", "N", "C", "C", "H", "H", "H", "H", "H", "H"],
  "coordinates": [[4.406657, 4.273702, -1.244516], [3.582965, 3.474464, -1.012360], [1.599092, 1.549980, -0.453098], [0.920155, 2.919321, 2.669686], [1.205444, 2.523758, 1.630287], [1.957398, 0.540747, -2.526123], [2.050852, -0.041278, -3.511244], [3.195183, 0.147132, 0.513133], [3.888802, -0.624377, 1.002048], [-0.033874, 2.916193, -1.409029], [-0.918304, 3.502484, -1.844904], [-3.140999, -3.043949, 0.888976], [-2.168253, -2.101431, 0.613779], [-2.386136, -0.764510, 0.931916], [-1.372635, 0.184727, 0.639536], [-0.183453, -0.178275, 0.052009], [0.011495, -1.504626, -0.254094], [-0.972151, -2.490617, 0.018800], [-4.011178, -2.792839, 1.316824], [-3.011956, -4.012732, 0.670713], [-3.304036, -0.412649, 1.397643], [-1.512381, 1.233999, 0.875480], [0.953766, -1.776434, -0.717254], [-0.756451, -3.522791, -0.248206]],
  "atomic_forces_ev_per_a": [[-4.745, -4.604, 1.337], [5.231, 5.075, -1.474], [-0.841, -0.823, 0.240], [1.120, -1.540, -4.051], [-2.065, 3.886, 9.168], [1.199, -4.725, -8.910], [-0.362, 2.271, 3.827], [6.472, -6.331, 4.236], [-2.621, 2.925, -1.847], [-7.354, 5.517, -4.012], [3.371, -2.229, 1.654], [1.909, 1.864, -0.538], [-2.784, -2.701, 0.787], [1.635, 3.116, -0.209], [-1.310, -2.363, 0.190], [0.641, 0.624, -0.182], [-2.311, -1.150, 0.834], [3.035, 1.414, -1.112], [-0.248, 0.171, 0.138], [0.129, -0.299, -0.107], [0.157, -0.170, -0.099], [-0.105, -0.006, 0.042], [-0.018, -0.110, -0.007], [-0.136, 0.189, 0.093]]
}